C4H5NO | ωB97M-V with the def2-TZVPD basis set

Calculated values
E_LUMO ... 1.09 eV
Relative energy (zero: lowest compared OMol25 entry of this formula, charge and spin) ... 2.345 eV
SMILES ... C1=N[C@H]2C[C@H]2O1
Total charge ... 0
Orbital gap ... 0.393 Eh

Structure (XYZ):
```
11
C4H5NO | the OMol25 dataset | ωB97M-V with the def2-TZVPD basis set
C -0.416 0.691 -0.564
C -0.772 -1.355 0.091
C 0.096 0.520 0.828
H -0.879 1.589 -0.984
C 1.069 0.479 -0.331
H 1.302 -0.608 -0.124
O -1.167 -0.492 -0.872
H -0.925 -2.411 -0.136
H 0.032 1.204 1.667
N -0.122 -0.910 1.091
H 1.771 1.269 -0.647
```